[1]
The following is a quantum chemistry calculation of 2 unconnected molecules or ions with the total composition C8H22Si2 in a non-equilibrium geometry, from the Open Molecules 2025 dataset.

Geometry as XYZ:
```
32
Properties=species:S:1:pos:R:3:forces:R:3
C -1.168 -0.173 -3.356 -3.3 -0.8 4.5
C 2.622 -1.348 -0.139 1.0 -1.2 -0.8
C -2.191 -1.736 0.675 0.1 -0.8 -4.8
C -0.094 3.284 1.467 -0.5 -3.0 0.8
C -1.007 0.603 -2.029 1.6 -1.3 -0.2
C 1.903 -0.629 -1.284 -1.0 -0.3 3.4
C -0.871 -2.015 -0.135 1.7 3.5 5.8
C -0.504 1.948 2.027 -0.3 -0.7 1.3
Si 0.765 0.909 2.964 0.4 -0.6 -3.3
Si 0.028 -0.412 -0.778 -0.1 0.1 0.3
H -1.570 0.270 -4.187 -1.2 1.5 -1.8
H -0.295 -0.595 -3.576 3.8 -1.7 -1.2
H -1.823 -1.030 -3.011 0.4 0.7 -1.0
H 3.709 -1.506 -0.156 0.2 1.1 -0.8
H 2.453 -0.947 0.805 -0.7 0.6 1.7
H 2.395 -2.377 -0.195 -1.1 -1.4 0.6
H -2.478 -2.583 1.188 -0.4 -1.8 1.4
H -2.201 -0.906 1.267 0.4 2.3 1.6
H -2.952 -1.613 -0.090 -0.6 0.3 0.1
H -0.484 3.991 2.088 -0.9 2.4 1.7
H -0.336 3.516 0.499 -1.4 0.2 -2.5
H 0.927 3.328 1.427 2.9 0.3 0.4
H -1.857 0.901 -1.505 -2.1 0.0 0.5
H -0.492 1.522 -2.059 1.1 1.3 -0.7
H 2.078 -1.251 -2.077 0.2 -1.0 -2.7
H 2.450 0.257 -1.294 0.3 2.0 -1.0
H -0.917 -2.771 -0.804 -0.3 -2.6 -1.9
H -0.267 -2.288 0.856 -0.1 0.0 -2.6
H -1.523 1.829 2.446 0.3 0.3 -0.8
H 1.878 1.082 1.926 -0.1 -0.3 0.7
H 0.378 -0.570 2.868 0.1 0.8 0.5
H 1.444 1.309 4.174 -0.2 0.2 1.0
```
Positions in Å, forces in eV/Å.

The HOMO energy (spin up / spin down) comes out at -6.7 / -8.2 eV. The frontier orbital gap (spin up / spin down) is 6.607 / 8.452 eV. The calculation puts the energy above the lowest of the compared OMol25 structures with the same formula, charge and spin at 749.60 kJ/mol. The multiplicity is 1.

=====

[2]
The following is a quantum chemistry calculation of 2 unconnected molecules or ions with the total composition C4H14NO2 in a non-equilibrium geometry, from the Open Molecules 2025 dataset.

Geometry as XYZ:
```
21
Properties=species:S:1:pos:R:3:forces:R:3
C -0.725 1.220 -1.594 -4.3 -2.2 4.0
C -0.089 0.579 -0.381 1.4 0.9 -0.5
C -0.625 -0.878 -0.237 -4.8 2.1 1.5
C -1.357 -1.234 1.128 -1.1 -0.1 -0.1
O -1.326 -0.195 2.139 0.6 -2.1 2.9
N -0.202 1.550 0.801 0.7 -0.9 1.4
H -0.764 2.237 -1.596 0.3 3.0 0.0
H -1.839 0.832 -1.492 2.1 1.1 -1.0
H -0.253 0.877 -2.394 1.5 -1.6 -3.8
H 1.035 0.531 -0.491 -1.2 -0.1 -0.1
H -1.694 -0.975 -0.850 3.9 -0.1 0.3
H 0.243 -1.418 -0.435 0.7 -1.9 -0.7
H -2.431 -1.459 0.918 0.7 0.7 0.0
H -1.079 -2.168 1.569 1.0 -0.5 0.2
H -1.119 -0.631 3.065 -0.7 1.4 -2.8
H 0.708 1.703 1.231 0.2 -0.6 0.1
H -0.488 2.494 0.732 -1.0 1.2 -1.4
H -0.800 1.110 1.540 0.2 -0.2 0.1
H 4.802 -2.063 -1.072 -2.9 2.1 -0.1
H 4.100 -0.596 -1.514 -0.1 -2.9 1.2
O 3.904 -1.513 -1.066 2.9 0.9 -1.1
```
Positions in Å, forces in eV/Å.

The HOMO energy comes out at -14.1 eV. The frontier orbital gap is 10.864 eV. The calculation puts the energy above the lowest of the compared OMol25 structures with the same formula, charge and spin at 340.24 kJ/mol. As for the net charge: +1. The multiplicity is 1.